Computed, not measured: C24H36CeP2Si as an isolated structure at a distorted geometry, with the ωB97M-V functional and the def2-TZVPD basis.

Gap between HOMO and LUMO (alpha / beta)   0.190 / 0.191 Eh
Relative energy (zero: lowest compared OMol25 entry of this formula, charge and spin)   0.0 kcal/mol
Charge   +1
Molecular weight   554.70 g mol⁻¹
Spin multiplicity   2
HOMO energy (alpha / beta)   -8.95 / -8.95 eV
LUMO level (alpha / beta)   -0.139 / -0.138 Ha
Electronic energy   -2383.07292 Eh

Atoms and positions in Å:
C 0.387 2.999 2.444
C 0.860 3.201 1.095
C -0.266 3.049 0.198
H 1.896 3.415 0.823
C -1.414 2.676 0.983
C -1.018 2.676 2.373
H -1.714 2.628 3.213
H 0.956 3.123 3.370
H -0.242 3.158 -0.899
H -2.416 2.488 0.569
Ce 0.235 0.846 1.136
C -0.912 -1.796 -0.962
H -1.188 -0.762 -0.562
H -1.534 -2.512 -0.400
H 0.157 -2.022 -0.727
Si 0.180 1.029 -2.415
C 1.425 0.171 -3.584
C 2.556 0.970 -3.918
H 2.691 1.929 -3.399
C 3.493 0.553 -4.875
H 4.326 1.219 -5.140
C 3.412 -0.734 -5.442
H 4.158 -1.050 -6.176
C 2.371 -1.583 -5.050
H 2.346 -2.607 -5.452
C 1.401 -1.152 -4.106
H 0.641 -1.879 -3.768
C -1.345 1.174 -3.617
C -1.209 1.295 -5.028
H -0.290 0.954 -5.500
C -2.186 1.936 -5.810
H -2.016 2.141 -6.870
C -3.386 2.361 -5.232
H -4.080 2.987 -5.797
C -3.646 2.012 -3.911
H -4.613 2.294 -3.491
C -2.669 1.360 -3.131
H -2.918 1.068 -2.105
H 0.806 2.373 -2.052
H -1.122 -1.935 -2.016
C -1.347 -0.356 4.221
P 0.355 0.257 4.464
C 0.066 1.067 6.121
C 1.251 -1.282 5.064
C 0.862 -2.564 4.345
P 0.514 -2.251 2.540
C 1.865 -3.262 1.832
C -0.819 -3.513 2.371
H -2.052 0.332 4.690
H -1.481 -1.330 4.692
H -1.634 -0.431 3.166
H -0.251 0.312 6.864
H 0.996 1.520 6.497
H -0.707 1.854 6.056
H 2.305 -1.030 4.842
H 1.168 -1.328 6.165
H 1.673 -3.300 4.390
H -0.005 -3.054 4.812
H 2.351 -3.850 2.621
H 1.447 -3.935 1.074
H 2.613 -2.602 1.383
H -1.269 -3.727 3.343
H -1.611 -3.139 1.719
H -0.401 -4.440 1.959

Forces on the atoms, in the same order (eV/Å):
-1.1 0.8 -0.7
-1.3 0.9 0.4
-0.4 1.1 0.4
-0.4 0.0 0.0
0.7 1.5 0.3
0.3 1.3 -0.7
0.4 -0.4 -0.2
-0.2 -0.2 -0.5
0.0 0.0 1.0
0.6 0.1 0.3
0.9 -5.0 -0.7
-0.1 0.0 1.9
0.3 -1.2 -1.1
0.2 0.0 -0.3
-0.7 0.3 -0.3
-0.1 -0.7 0.5
1.3 -0.2 0.3
-0.2 -0.5 -0.4
-0.1 -0.3 -0.5
0.1 -0.3 0.3
-0.4 -0.3 0.1
-0.4 0.6 0.3
-0.3 0.0 0.3
-0.2 0.1 0.6
-0.1 0.5 0.3
0.3 0.3 -0.3
0.3 0.6 -0.4
-1.0 0.0 0.0
0.1 0.6 0.4
0.0 0.3 0.1
0.0 -0.3 0.3
0.1 -0.2 0.3
0.5 0.0 0.1
0.1 -0.4 0.2
0.1 -0.3 0.2
0.2 -0.3 0.1
0.4 0.8 -0.3
0.1 0.3 -0.2
-0.1 -0.2 -1.2
0.1 0.5 -0.1
-0.6 0.0 0.0
0.1 -0.3 0.9
0.2 0.2 0.0
0.6 0.9 0.2
0.0 0.3 0.3
0.0 -1.4 0.3
0.5 0.3 -0.4
-0.6 0.1 -0.2
0.0 0.0 0.0
-0.1 0.0 -0.1
-0.1 -0.1 0.1
0.0 0.3 -0.4
-0.3 -0.1 -0.2
0.4 -0.3 0.0
-0.3 -0.3 0.2
0.0 -0.2 -0.5
-0.2 0.2 0.1
0.2 0.4 -0.2
-0.1 0.0 -0.4
0.3 0.2 0.0
0.1 -0.3 -0.1
0.0 0.0 -0.2
0.0 -0.3 0.0
-0.2 0.2 0.1